[1]
The following is a DFT calculation (ωB97M-V/def2-TZVPD) of an isolated molecule of C18H23N3O3S.

Results
E_tot: -40488.327 eV
HOMO-LUMO gap: 8.1 eV
LUMO level: -0.227 eV
energy relative to the best compared isomer or geometry (same formula, charge and spin): 109.7 kJ/mol
SMILES: CCOC(=O)N1CCN(C(=S)NC(=O)/C=C/c2ccc(C)cc2)CC1
HOMO level: -8.30 eV

Geometry as ORCA input:
```
! wB97M-V def2-TZVPD RIJCOSX def2/J DEFGRID3
* xyz 0 1
C -6.884 -2.690 0.502
C -5.528 -2.400 1.130
H -4.784 -3.115 0.764
H -5.581 -2.443 2.220
O -5.085 -1.076 0.838
C -4.497 -0.904 -0.364
O -4.308 -1.785 -1.170
N -4.154 0.392 -0.565
C -3.443 0.770 -1.763
C -1.994 1.151 -1.426
N -1.958 1.847 -0.152
C -1.005 1.649 0.765
S -1.189 1.970 2.377
N 0.216 1.123 0.360
C 0.969 1.524 -0.730
O 0.532 2.257 -1.594
C 2.334 0.983 -0.779
C 3.068 0.558 0.257
C 4.430 0.063 0.201
C 5.115 -0.166 -0.997
C 6.407 -0.644 -0.988
C 7.069 -0.912 0.208
C 6.392 -0.688 1.400
C 5.096 -0.213 1.398
H 4.589 -0.047 2.338
H 6.885 -0.890 2.340
C 8.477 -1.416 0.195
H 8.583 -2.241 -0.508
H 8.781 -1.754 1.183
H 9.155 -0.623 -0.121
H 6.919 -0.815 -1.924
H 4.629 0.026 -1.941
H 2.662 0.593 1.263
H 2.756 1.030 -1.773
H 0.734 0.723 1.133
C -3.201 2.481 0.220
C -4.267 1.408 0.464
H -5.267 1.857 0.454
H -4.108 0.942 1.439
H -3.046 3.062 1.130
H -3.495 3.154 -0.589
H -1.571 1.780 -2.216
H -1.382 0.249 -1.344
H -3.453 -0.086 -2.439
H -3.965 1.604 -2.242
H -7.220 -3.679 0.800
H -7.614 -1.953 0.826
H -6.801 -2.657 -0.581
*
```

Mulliken atomic charge list, values in e, 5 entries: -1.11 -0.29 0.32 0.33 -0.39

[2]
The following is a DFT calculation (ωB97M-V/def2-TZVPD) of BaF8N4O16S8 as an isolated structure.

Results
E_tot: -147840.890 eV
HOMO-LUMO gap: 10.3 eV
LUMO level: 4.258 eV
energy relative to the best compared isomer or geometry (same formula, charge and spin): 0.0 kJ/mol
HOMO level: -6.02 eV

Geometry as ORCA input:
```
! wB97M-V def2-TZVPD RIJCOSX def2/J DEFGRID3
* xyz -2 1
Ba -13.487 -3.231 7.040
N -14.857 -0.554 7.299
S -13.928 0.566 7.942
O -14.568 1.187 9.077
O -13.337 1.350 6.887
F -12.766 -0.169 8.675
S -15.943 -1.172 8.291
O -16.926 -0.187 8.500
O -15.425 -2.011 9.292
F -16.429 -2.302 7.276
N -15.400 -5.684 6.894
S -15.116 -6.187 5.521
O -16.086 -7.162 5.192
O -13.819 -6.397 4.971
F -15.536 -4.819 4.648
S -14.964 -6.400 8.207
O -15.957 -7.259 8.745
O -14.395 -5.406 9.088
F -13.847 -7.387 7.834
N -10.111 -2.094 4.967
S -10.005 -3.611 4.864
O -8.772 -4.129 5.328
O -10.502 -4.192 3.592
F -11.020 -4.034 5.951
S -11.385 -1.429 4.471
O -12.605 -1.848 5.164
O -11.661 -1.414 3.097
F -11.133 0.009 4.899
N -9.487 -2.981 9.940
S -8.772 -1.729 9.244
O -7.390 -1.950 9.333
O -9.393 -0.495 9.450
F -9.253 -1.852 7.736
S -10.959 -3.514 9.926
O -11.742 -2.993 8.780
O -11.670 -3.623 11.178
F -10.630 -5.146 9.503
*
```

Mulliken atomic charge list, values in e, 5 entries: 2.09 -0.39 1.14 -0.64 -0.60

[3]
The following is a DFT calculation (ωB97M-V/def2-TZVPD) of an isolated ion of composition C2H3N4 and charge +1.

Results
E_tot: -8068.037 eV
HOMO-LUMO gap (spin up / spin down): 7.4 / 7.8 eV
LUMO level (spin up / spin down): -8.063 / -8.056 eV
energy relative to the best compared isomer or geometry (same formula, charge and spin): 342.6 kJ/mol
SMILES: Nn1cnc#[n+]1
HOMO level (spin up / spin down): -15.41 / -15.85 eV

Geometry as ORCA input:
```
! wB97M-V def2-TZVPD RIJCOSX def2/J DEFGRID3
* xyz 1 1
C -2.222 0.195 0.337
C -0.515 -1.005 0.049
N -1.787 -0.940 -0.002
N -0.792 1.273 0.036
N 0.081 0.429 0.014
N 1.381 0.525 0.007
H 0.239 -1.792 0.217
H 1.602 1.465 -0.306
H 2.014 -0.151 -0.352
*
```

Mulliken atomic charge list, values in e, 5 entries: 0.21 0.10 -0.15 -0.44 0.85

[4]
The following is a DFT calculation (ωB97M-V/def2-TZVPD) of F6H18O9P as an isolated structure.

Results
E_tot: -44310.473 eV
HOMO-LUMO gap: 8.8 eV
LUMO level: 2.721 eV
energy relative to the best compared isomer or geometry (same formula, charge and spin): 1261.1 kJ/mol
HOMO level: -6.06 eV

Geometry as ORCA input:
```
! wB97M-V def2-TZVPD RIJCOSX def2/J DEFGRID3
* xyz -1 1
P 2.832 -19.631 -4.896
F 3.076 -20.591 -3.560
F 1.318 -19.805 -4.594
F 3.107 -18.370 -3.918
F 2.442 -18.671 -6.193
F 4.417 -19.723 -5.206
F 2.704 -20.924 -5.909
O 1.108 -18.450 -7.533
H 1.923 -18.235 -7.080
H 1.052 -17.812 -8.244
O -0.515 -20.725 -4.173
H -0.143 -19.879 -3.925
H -0.840 -21.095 -3.352
O 4.164 -18.724 -7.997
H 4.111 -19.360 -7.284
H 4.267 -17.880 -7.558
O 1.710 -22.300 -4.245
H 2.474 -21.756 -4.051
H 1.370 -22.550 -3.386
O 4.343 -21.205 -7.011
H 3.483 -21.399 -6.639
H 4.820 -20.773 -6.301
O 0.932 -23.077 -6.045
H 1.629 -23.476 -6.567
H 1.383 -22.440 -5.491
O 1.200 -18.751 -2.592
H 1.575 -19.416 -3.169
H 1.148 -17.964 -3.136
O 5.122 -21.419 -4.190
H 4.382 -20.909 -3.861
H 5.849 -20.797 -4.219
O 6.052 -19.729 -6.465
H 5.918 -18.857 -6.094
H 6.946 -19.962 -6.213
*
```

Mulliken atomic charge list, values in e, 5 entries: 1.00 -0.52 -0.25 -0.52 -0.25